1.
{
  "formula": "C12H16ClIN2O2PW",
  "method": "wB97M-V/def2-TZVPD",
  "symbols": ["C", "C", "H", "H", "H", "O", "I", "W", "P", "C", "C", "H", "H", "H", "C", "H", "H", "H", "H", "H", "H", "C", "O", "Cl", "N", "C", "C", "C", "C", "N", "C", "C", "H", "H", "H", "H"],
  "xyz": [[-0.54697, 0.47188, -2.80624], [-1.22164, 0.15561, -1.48915], [-1.28386, 0.74336, -3.58013], [0.02933, -0.39505, -3.16573], [0.13788, 1.32351, -2.66137], [-2.40256, 0.27360, -1.26428], [0.58646, -1.26215, 2.61620], [0.50588, -0.23090, -0.04281], [-0.18921, -2.46346, -0.48746], [-1.55414, -3.22574, 0.42244], [-0.56831, -2.83550, -2.22447], [2.15623, -3.09121, -0.50049], [1.05715, -4.51190, -0.49686], [1.34987, -3.59351, 1.01405], [1.23987, -3.51380, -0.07459], [0.26326, -2.51639, -2.85663], [-0.70240, -3.91818, -2.31118], [-1.61190, -4.29085, 0.14586], [-2.50706, -2.74539, 0.16424], [-1.48645, -2.32123, -2.51858], [-1.40987, -3.15126, 1.50899], [-1.31003, -0.22929, 0.97173], [-2.31189, -0.25349, 1.57084], [2.50125, -0.26787, -1.10812], [1.76327, 6.42656, 3.14516], [1.39508, 5.45467, 2.59859], [0.96414, 4.23641, 1.95317], [1.32860, 3.94088, 0.63365], [1.02538, 2.70934, 0.07520], [0.39926, 1.73362, 0.80597], [-0.12573, 2.09907, 2.01411], [0.20283, 3.29264, 2.63317], [1.90155, 4.65668, 0.04690], [1.31785, 2.45321, -0.95000], [-0.76701, 1.40344, 2.55598], [-0.12612, 3.44267, 3.66184]],
  "forces_ev_per_a": [[0.5, 0.1, -1.1], [-3.4, 1.3, -0.4], [0.0, -0.1, 0.5], [-0.1, 0.3, 0.3], [-0.2, -0.3, 0.0], [3.5, -0.7, -0.5], [0.8, 0.6, -1.2], [2.8, 1.6, 1.4], [-1.2, -3.5, -0.2], [-0.5, 0.2, 0.3], [0.2, 0.6, 0.0], [-0.1, -0.3, 0.1], [-0.1, 0.2, 0.0], [0.0, 0.0, -0.4], [0.6, 0.3, 0.2], [-0.1, -0.2, -0.1], [0.0, 0.1, 0.0], [0.1, 0.3, 0.0], [0.1, -0.2, 0.0], [0.0, -0.2, -0.1], [0.0, -0.1, -0.3], [-5.6, -0.8, 4.0], [3.9, 0.4, -3.0], [-1.1, -0.1, 0.5], [-0.9, -2.4, -1.4], [0.6, 1.8, 1.0], [0.4, 0.3, 0.1], [0.2, -0.1, -0.7], [0.3, 0.2, 0.3], [-1.2, 0.5, 0.0], [0.6, 0.2, 0.5], [-0.5, -0.6, 0.2], [-0.2, -0.1, 0.1], [0.1, 0.2, 0.5], [0.4, 0.2, -0.2], [0.0, 0.1, -0.3]],
  "lumo_energy_ev": [-13.93, -14.97],
  "charge": 3,
  "total_energy_ev": -51483.6731,
  "spin_multiplicity": 3,
  "mol_weight_g_mol": 597.44
}

2.
{
  "formula": "C39H102N16O11",
  "method": "wB97M-V/def2-TZVPD",
  "symbols": ["C", "C", "C", "C", "C", "C", "N", "O", "C", "C", "C", "H", "H", "H", "H", "H", "H", "H", "H", "H", "H", "H", "H", "H", "H", "H", "H", "H", "H", "H", "C", "C", "C", "C", "C", "C", "N", "O", "C", "C", "C", "H", "H", "H", "H", "H", "H", "H", "H", "H", "H", "H", "H", "H", "H", "H", "H", "H", "H", "H", "C", "O", "N", "N", "H", "H", "H", "H", "C", "O", "N", "N", "H", "H", "H", "H", "C", "O", "N", "N", "H", "H", "H", "H", "C", "O", "N", "N", "H", "H", "H", "H", "C", "O", "N", "N", "H", "H", "H", "H", "C", "C", "C", "O", "C", "N", "H", "H", "H", "H", "H", "H", "H", "H", "H", "H", "H", "C", "C", "C", "O", "C", "N", "H", "H", "H", "H", "H", "H", "H", "H", "H", "H", "H", "C", "C", "C", "O", "C", "N", "H", "H", "H", "H", "H", "H", "H", "H", "H", "H", "H", "C", "C", "C", "O", "C", "N", "H", "H", "H", "H", "H", "H", "H", "H", "H", "H", "H"],
  "xyz": [[-1.94264, 1.29144, -0.36161], [-0.86504, 0.54007, 0.41887], [-0.99895, -0.92258, -0.01818], [0.12613, -1.93178, 0.22161], [1.45894, -1.24707, -0.13937], [1.60479, 0.14251, 0.42845], [0.48316, 1.02515, 0.14693], [0.71002, 2.32760, 0.59760], [2.06365, 0.01379, 1.89062], [2.85477, 0.73715, -0.28153], [-1.31969, 0.75645, 1.91562], [-2.13221, 2.31012, -0.03176], [-2.91028, 0.78880, -0.42109], [-1.66306, 1.26981, -1.42201], [-1.96880, -1.37160, 0.21024], [-1.04334, -0.88472, -1.11683], [0.09475, -2.83431, -0.38604], [0.14926, -2.21945, 1.27633], [1.57845, -1.27228, -1.22711], [2.17871, -1.92580, 0.32649], [2.07733, 0.93528, 2.48853], [1.37602, -0.63711, 2.43790], [3.09478, -0.30128, 2.06027], [3.20365, 1.67480, 0.15903], [3.67861, 0.03934, -0.13856], [2.66800, 0.89462, -1.34508], [-2.28757, 0.27334, 2.04612], [-1.23137, 1.80781, 2.16038], [-0.71688, 0.12012, 2.57380], [0.98175, 2.83820, -0.18111], [2.74120, -6.85440, -0.95426], [2.81104, -5.55138, -0.12760], [3.77389, -5.85175, 1.05761], [5.26102, -5.59698, 0.77396], [5.48222, -4.23626, 0.12040], [4.63322, -4.07014, -1.15971], [3.23189, -4.38863, -0.86728], [2.38324, -4.12691, -1.97016], [4.71338, -2.58558, -1.45029], [5.22179, -4.90368, -2.32122], [1.43484, -5.30130, 0.55311], [2.39934, -7.64759, -0.28868], [3.70100, -7.05933, -1.42521], [1.98163, -6.82432, -1.73998], [3.47532, -5.19098, 1.87324], [3.73605, -6.90316, 1.33909], [5.69925, -6.30793, 0.06654], [5.80571, -5.72923, 1.71024], [6.54369, -4.20146, -0.13360], [5.27663, -3.43492, 0.83272], [4.28483, -2.33048, -2.43253], [4.11152, -1.91386, -0.83662], [5.74654, -2.24482, -1.53161], [4.46379, -5.38807, -2.93774], [5.82332, -4.31164, -3.01395], [5.86968, -5.70682, -1.96462], [1.16427, -6.16590, 1.15757], [0.74009, -5.09709, -0.26250], [1.45764, -4.44076, 1.22304], [2.14206, -3.20566, -1.80795], [0.41009, 4.04564, 4.69170], [-0.52191, 4.71336, 4.24869], [1.18258, 4.37449, 5.76962], [0.69225, 2.81555, 4.17034], [1.88264, 3.73190, 6.09611], [1.24700, 5.35061, 5.99735], [1.52154, 2.33772, 4.48982], [0.09434, 2.51879, 3.42078], [-5.27162, -0.20123, 2.73411], [-4.65050, -1.18056, 3.13899], [-6.16560, 0.51836, 3.46561], [-5.01089, 0.33225, 1.51224], [-6.40280, 1.38041, 3.01245], [-6.37824, 0.17880, 4.38224], [-4.36339, -0.25446, 1.01435], [-5.29509, 1.22992, 1.17203], [6.79016, -0.06706, 1.16665], [7.07747, -1.08577, 1.80991], [5.64713, 0.63895, 1.35396], [7.60756, 0.39327, 0.19518], [5.16282, 0.55093, 2.24473], [5.34245, 1.30032, 0.66633], [7.31823, 1.22465, -0.28438], [8.47220, -0.06619, -0.01456], [3.92178, 1.94008, 4.44368], [2.99969, 1.78320, 5.23634], [4.18720, 3.10521, 3.78206], [4.85144, 0.97363, 4.13603], [4.90017, 3.12299, 3.08074], [3.62112, 3.90637, 3.98572], [5.73384, 1.35581, 3.85295], [4.83159, 0.03446, 4.49486], [2.90111, 4.96200, 0.70336], [2.56085, 4.48868, -0.37692], [2.52386, 4.46957, 1.91083], [3.79014, 5.99737, 0.78707], [2.90479, 4.91145, 2.72209], [1.97807, 3.62197, 1.96846], [4.27134, 6.25855, -0.05531], [4.15819, 6.37750, 1.63637], [-3.48227, 4.45879, -5.16956], [-3.26923, 3.22711, -4.29497], [-4.51910, 2.56011, -3.80726], [-4.15412, 1.49210, -2.92441], [-4.18933, 0.23193, -3.58696], [-2.28733, 2.37547, -5.01043], [-2.59670, 5.09170, -5.20901], [-4.23499, 5.09264, -4.68665], [-3.89749, 4.18743, -6.14022], [-2.79218, 3.59223, -3.37173], [-5.18719, 2.23468, -4.61222], [-5.09930, 3.25237, -3.19282], [-3.99200, -0.52466, -2.82304], [-3.38470, 0.18024, -4.32035], [-5.17247, -0.02959, -3.98399], [-1.74578, 1.78231, -4.39310], [-1.72855, 3.11045, -5.42046], [-6.98127, -4.82013, -0.33084], [-6.32198, -3.59774, 0.31064], [-4.78920, -3.56258, 0.30776], [-4.20723, -4.68889, 0.91517], [-2.80818, -4.57814, 0.99454], [-6.80107, -2.40736, -0.42604], [-6.76680, -4.90945, -1.39841], [-8.05779, -4.68128, -0.24100], [-6.56989, -5.72993, 0.10522], [-6.52467, -3.52283, 1.38559], [-4.41535, -2.63759, 0.75963], [-4.51461, -3.54194, -0.75828], [-2.40728, -5.42566, 1.54056], [-2.52227, -3.56886, 1.31028], [-2.40012, -4.62771, -0.02809], [-6.76899, -1.61201, 0.20931], [-7.79635, -2.52032, -0.58910], [-3.60724, 3.01058, 3.43130], [-4.58663, 3.79882, 2.49604], [-5.36850, 4.73107, 3.39101], [-6.25950, 3.96124, 4.17187], [-6.98889, 4.76465, 5.07986], [-3.78963, 4.32405, 1.36611], [-2.65686, 3.45819, 3.72080], [-3.45275, 1.97776, 3.11519], [-4.14009, 2.84702, 4.37584], [-5.33738, 3.15636, 2.02592], [-5.94304, 5.38894, 2.72174], [-4.71775, 5.39781, 3.96633], [-6.27898, 5.17921, 5.80247], [-7.64963, 4.11222, 5.64992], [-7.58187, 5.52642, 4.56984], [-3.10543, 3.58140, 1.27531], [-3.24350, 5.13501, 1.64443], [1.67709, -1.35816, -4.64605], [1.87438, 0.15363, -4.65733], [1.75146, 0.71169, -6.06623], [2.92639, 0.44182, -6.77537], [2.96491, 1.00874, -8.07594], [0.90544, 0.81278, -3.75990], [1.74788, -1.68471, -3.60366], [2.45948, -1.91340, -5.16367], [0.71267, -1.66498, -5.04866], [2.82747, 0.46416, -4.21655], [1.55191, 1.79557, -6.05277], [0.79408, 0.36427, -6.48310], [3.02846, 2.09849, -8.01842], [2.04925, 0.67303, -8.57273], [3.82971, 0.60130, -8.59327], [1.20062, 0.69423, -2.79871], [0.85563, 1.81100, -3.92452]],
  "forces_ev_per_a": [[0.4, 0.0, -1.6], [-1.6, 0.2, 2.1], [0.1, -1.1, -1.9], [0.4, 1.4, 0.7], [-1.1, -1.3, 0.5], [2.7, 1.1, 0.2], [-0.4, -1.2, -1.3], [-0.1, 0.3, 0.5], [-0.8, 0.4, 1.5], [-0.1, 0.0, 0.1], [1.3, -1.9, -0.7], [0.3, 0.1, 0.0], [0.1, -0.2, 0.6], [0.2, 0.5, 0.0], [-0.1, 0.4, 0.6], [0.0, 0.2, -0.1], [-0.6, 0.0, 0.1], [0.0, -0.2, 0.0], [0.1, 0.3, 0.0], [0.6, 0.4, -0.4], [-0.5, 0.4, -0.6], [0.3, -0.2, 0.1], [-0.1, -0.7, -0.7], [-0.4, 0.2, 0.0], [-0.1, -0.1, -0.3], [0.1, 0.0, 0.0], [-0.4, 0.8, -0.1], [-0.4, 0.0, 0.2], [0.4, 0.5, 0.2], [0.0, 0.0, 0.1], [-0.7, 0.4, -0.2], [-0.1, -1.4, 1.0], [1.0, 0.7, -0.7], [-0.3, 0.2, -0.5], [-0.1, -0.8, 0.6], [0.2, 0.0, 0.3], [0.3, 0.9, 1.2], [0.2, -0.1, 0.0], [-0.5, 1.0, -1.9], [0.2, -0.2, -0.3], [0.6, 0.2, -1.0], [0.4, -0.2, 0.0], [0.0, -0.3, 0.2], [0.1, 0.3, -0.1], [0.1, -0.2, 0.3], [-0.7, 0.1, 0.2], [-0.3, -0.4, 0.2], [0.2, 0.2, 0.0], [-0.1, 0.4, -0.2], [-0.1, 0.1, -0.1], [0.2, -0.4, -0.2], [0.4, -0.5, 0.8], [0.0, 0.0, 0.4], [-0.2, 0.2, 0.1], [0.0, 0.2, 0.2], [0.0, 0.0, 0.1], [-0.2, -0.1, -0.2], [-0.4, -0.2, 0.3], [0.2, 0.1, -0.1], [-0.2, -0.1, -0.2], [-1.2, -0.9, -0.7], [0.7, 0.4, 0.4], [0.2, 0.6, 0.0], [0.0, 0.7, 0.1], [0.1, 0.0, 0.0], [-0.1, -0.1, 0.2], [-0.2, -0.5, -0.1], [0.2, -0.2, 0.0], [0.7, 0.2, 1.0], [-0.7, 0.0, -0.2], [0.5, -0.7, -1.0], [0.3, -0.9, -0.6], [-0.7, 0.4, 1.0], [-0.2, 0.5, 0.2], [0.1, 0.5, -0.4], [0.0, 0.0, -0.1], [0.8, -2.1, 0.8], [-0.4, 1.2, -0.1], [-0.1, 0.3, 0.4], [-0.3, 0.7, -0.5], [-0.1, -0.2, -0.8], [-0.2, 0.1, 0.1], [0.5, 0.0, -0.3], [-0.1, -0.1, 0.0], [0.5, -0.3, 0.5], [0.4, 0.0, -0.3], [-0.2, -0.5, 0.8], [-0.1, 0.3, -0.1], [-0.1, 0.3, -0.2], [0.1, -0.2, 0.1], [0.4, -0.4, 0.1], [-0.2, 0.2, 0.4], [0.3, -0.6, -0.2], [-0.1, 0.1, 0.4], [-0.1, 0.3, -0.5], [0.4, 0.5, -0.5], [-0.4, 0.0, 0.0], [-0.2, 0.1, 0.1], [-0.2, 0.0, -0.1], [-0.1, -0.1, 0.2], [-1.3, 0.1, 0.8], [1.3, 0.7, 0.3], [-0.2, -0.4, 0.4], [-0.7, -0.2, -0.7], [0.5, -0.3, 0.9], [-1.1, 0.4, -0.1], [0.2, -0.3, -0.4], [0.0, 0.0, -0.1], [0.4, 0.1, -0.2], [-0.1, 0.0, 0.0], [0.2, -0.3, -0.1], [0.1, 0.2, -0.1], [0.1, 0.1, 0.0], [-0.3, -0.1, -0.3], [0.0, 0.3, -0.3], [0.2, 0.2, 0.0], [0.9, -0.7, -0.2], [0.9, 0.2, 0.1], [0.4, 0.3, 0.3], [-0.1, -0.3, -1.6], [-0.6, -0.1, 0.6], [-0.1, 0.4, -1.5], [0.0, 0.2, 0.7], [0.2, 0.4, 0.0], [-0.1, -0.5, 0.3], [-0.5, -0.1, 0.3], [-0.7, -0.3, 0.0], [-0.2, 0.0, 0.2], [0.3, 0.1, -0.1], [0.0, 0.3, 0.4], [0.2, -0.3, 0.8], [0.1, -0.2, 0.0], [0.3, 0.1, -0.2], [0.0, -0.1, -0.2], [-1.7, -1.1, 0.9], [1.9, -0.9, 1.0], [-0.5, 1.0, -1.5], [0.1, 0.1, -0.1], [0.4, -0.5, 0.3], [-0.6, 0.4, 0.2], [-0.1, 0.5, -0.6], [0.3, 0.2, -0.4], [0.1, 0.1, 0.1], [0.1, -0.3, 0.3], [-0.2, 0.2, 0.1], [0.1, -0.3, 0.4], [-0.2, 0.5, -0.1], [-0.1, -0.1, -0.2], [0.1, 0.2, 0.0], [0.2, 0.2, -0.5], [-0.1, 0.0, 0.2], [0.5, 0.0, 0.7], [0.0, 0.6, 0.4], [-0.6, 1.0, 0.5], [0.2, -0.3, -0.1], [-0.6, -0.6, 0.6], [-0.9, -0.3, -0.3], [-0.2, -0.1, 0.0], [0.1, 0.3, -0.2], [-0.1, 0.2, 0.0], [0.6, -0.6, -0.7], [0.4, 0.2, 0.3], [0.4, -0.7, -0.5], [-0.1, 0.0, -0.1], [0.1, 0.4, -0.5], [0.0, 0.0, 0.0], [-0.2, -0.1, 0.1], [0.2, 0.0, -0.1]],
  "lumo_energy_ev": -0.22,
  "charge": 0,
  "smiles": "CC1(C)CCCC(C)(C)N1O.CC1(C)CCCC(C)(C)N1O.COC[C@H](C)N.COC[C@H](C)N.COC[C@H](C)N.COC[C@H](C)N.NC(N)=O.NC(N)=O.NC(N)=O.NC(N)=O.NC(N)=O",
  "total_energy_ev": -88460.8124,
  "mol_weight_g_mol": 971.35
}

3.
{
  "formula": "C4H13NS",
  "method": "wB97M-V/def2-TZVPD",
  "symbols": ["C", "S", "H", "H", "H", "C", "C", "C", "N", "H", "H", "H", "H", "H", "H", "H", "H", "H", "H"],
  "xyz": [[-1.10299, -0.46551, -2.62724], [0.52967, -0.69525, -1.91423], [-1.04803, -0.69752, -3.68851], [-1.89562, -1.06027, -2.17013], [-1.39334, 0.58477, -2.50481], [-0.52825, 0.88587, 2.81965], [0.35328, 0.63328, 1.59116], [0.75942, -0.84417, 1.50644], [-0.35493, 1.19468, 0.42748], [-1.57919, 0.63195, 2.67722], [-0.19306, 0.32667, 3.69566], [-0.44671, 1.94385, 3.08185], [1.26203, 1.21248, 1.78127], [-0.15873, -1.39154, 1.27365], [1.16130, -1.22203, 2.44874], [1.49156, -1.02111, 0.72339], [0.09866, 0.92271, -0.46711], [-1.20041, 0.62916, 0.32244], [1.76751, 0.29363, -0.83737]],
  "forces_ev_per_a": [[-0.7, 2.0, 0.5], [3.5, -1.4, 0.7], [0.3, 0.1, 0.0], [0.4, -0.2, 0.3], [-0.2, -0.1, -0.3], [0.3, 0.3, 0.3], [0.1, 0.0, 0.7], [-0.6, 0.2, -0.1], [-0.1, -0.8, -0.8], [0.0, 0.0, -0.3], [0.2, -0.1, -0.1], [-0.3, -0.1, 0.0], [0.0, 0.1, -0.3], [0.2, -0.3, -0.1], [0.0, 0.2, 0.0], [0.0, -0.2, 0.0], [-0.1, 0.8, 1.4], [-0.3, 0.3, 0.4], [-2.8, -0.9, -2.2]],
  "lumo_energy_ev": -1.52,
  "charge": 0,
  "total_energy_ev": -16680.5972,
  "mol_weight_g_mol": 107.22
}